(w)
Here is the molecule C8H11NO2 from the OMol25 dataset. Energies are from wB97M-V/def2-TZVPD.

The calculation puts the orbital gap at 0.3615 Ha. The value obtained for the highest occupied orbital energy is -10.070 eV. The structure (SMILES) is CC(C)(C)N1C(=O)C=CC1=O. The calculation puts the molecular weight at 153.2 g/mol.

ORCA input file:
```
! RIJCOSX wB97M-V def2-TZVPD def2/J DEFGRID3
* xyz 0 1
C 0.03812 0.43856 -1.62227
C 0.07929 -0.24515 -0.24883
C 1.35547 -1.05351 -0.15848
C -1.03966 -1.35293 -0.31036
N -0.11112 0.72315 0.76910
C -1.15244 0.94615 1.57496
O -2.08504 0.25039 1.90309
C -0.84315 2.30072 2.33067
C 0.36881 2.67556 2.13942
C 0.89738 1.82957 1.06211
O 1.94430 1.96695 0.51850
H -0.72083 1.26428 -1.61588
H 0.95246 0.89371 -1.99576
H -0.16022 -0.36587 -2.41467
H 2.26970 -0.42603 -0.07128
H 1.62064 -1.67470 -1.01905
H 1.37371 -1.65005 0.86242
H -2.03625 -0.95853 -0.37668
H -0.75238 -2.02782 -1.21808
H -1.03729 -1.84657 0.65279
H -1.37678 2.65735 3.20348
H 0.70973 3.51283 2.59974
*
```

Now the Löwdin charges, all in e:
1. C -0.046
2. C -0.582
3. C -0.063
4. C -0.041
5. N 0.093
6. C -0.406
7. O 0.097
8. C 0.059
9. C 0.011
10. C -0.321
11. O 0.148
12. H 0.103
13. H 0.072
14. H 0.103
15. H 0.076
16. H 0.086
17. H 0.130
18. H 0.069
19. H 0.121
20. H 0.073
21. H 0.123
22. H 0.095


(x)
Here is the molecule C8H11NO2 from the OMol25 dataset. Energies are from wB97M-V/def2-TZVPD.

The calculation puts the orbital gap at 0.3264 Ha. The value obtained for the highest occupied orbital energy is -8.360 eV. The structure (SMILES) is C#CCC[C@H]1CC/C1=[N+](\[O-])O. The calculation puts the molecular weight at 153.2 g/mol.

ORCA input file:
```
! RIJCOSX wB97M-V def2-TZVPD def2/J DEFGRID3
* xyz 0 1
C -2.16888 -1.08345 1.35678
C -1.21660 -1.50597 0.74191
C 0.37094 -1.64719 0.98431
C 1.46122 -0.36852 0.76703
C 1.10073 0.63865 -0.25733
C 1.25988 0.15769 -1.75326
C -0.21677 0.45204 -1.94873
C -0.35437 0.90509 -0.51494
N -1.27487 1.45026 0.24821
O -2.39101 1.86890 -0.13474
O -0.96784 1.70613 1.57622
H -3.05605 -0.69732 1.40832
H 0.35480 -2.11675 1.93684
H 0.68776 -2.36393 0.27143
H 1.46392 0.06324 1.70670
H 2.47547 -0.75535 0.66265
H 1.58730 1.58961 -0.15273
H 1.60520 -0.95941 -1.61211
H 2.02510 0.56847 -2.40440
H -0.48550 1.25298 -2.50840
H -0.79179 -0.33340 -2.37269
H -1.46866 1.17823 1.99894
*
```

Now the Löwdin charges, all in e:
1. C 0.094
2. C -0.044
3. C -0.084
4. C -0.106
5. C -0.262
6. C -0.091
7. C -0.078
8. C -0.144
9. N -0.278
10. O -0.022
11. O 0.150
12. H -0.016
13. H 0.079
14. H 0.056
15. H 0.070
16. H 0.114
17. H 0.145
18. H 0.140
19. H 0.102
20. H 0.086
21. H 0.114
22. H -0.026


Which structure wins on stability? (w) wins.


(w)
Here is a structure of composition C18H20N2O3S from the OMol25 dataset. Energies are from wB97M-V/def2-TZVPD.

The calculation puts the orbital gap at 0.3075 Ha. The value obtained for the highest occupied orbital energy is -8.173 eV. The calculation puts the molecular weight at 344.4 g/mol.

ORCA input file:
```
! RIJCOSX wB97M-V def2-TZVPD def2/J DEFGRID3
* xyz 0 1
C 4.48556 -1.92800 -0.36412
H 4.84366 -1.06254 0.29219
O 2.97347 -1.65659 -0.62394
C 2.80716 -0.38951 -1.14858
C 1.40278 -0.08442 -1.20872
N 0.84705 0.05927 0.13235
C 0.73899 1.26580 0.67004
C 0.14647 1.36309 1.69669
C 0.04335 -0.04898 2.04052
C 0.37138 -0.75319 1.08344
C 0.28167 -2.42546 0.72166
H -0.35830 -2.58691 -0.06768
H 1.43090 -2.44167 0.54213
H 0.03245 -2.82610 1.76689
H -0.32458 -0.35970 2.99244
C -0.22299 2.28796 2.76741
O 0.08676 2.55946 3.99382
C -1.25573 3.29771 2.14079
H -1.53313 4.30091 2.56551
H -1.18825 3.40050 1.04984
S -2.87290 2.52949 2.18317
C -2.76920 1.14716 0.97047
N -2.26740 1.45312 -0.20404
C -2.35652 0.19720 -0.78487
C -2.02388 0.04388 -2.39423
C -2.34252 -1.27798 -2.49967
C -2.87949 -2.06916 -1.57434
C -3.54789 -1.83546 -0.53557
C -3.02454 -0.59970 0.03375
O -3.38616 0.14245 1.20543
H -4.05754 -2.46659 0.11215
H -3.15452 -3.08802 -2.12210
H -2.00207 -1.68233 -3.48045
H -1.30428 0.71839 -2.71187
C 1.03450 2.55430 -0.29094
H 0.89389 3.30195 0.23464
H 0.19161 2.84738 -1.19383
H 1.88908 2.19617 -0.64412
H 1.02750 0.42250 -1.96499
H 0.87588 -1.44062 -1.57066
H 3.24309 0.32594 -0.37530
H 3.28261 -0.65354 -2.11063
H 5.15994 -1.88717 -1.39473
H 4.78213 -2.85097 0.07004
*
```

Now the Löwdin charges, all in e:
1. C -0.016
2. H 0.093
3. O -0.256
4. C -0.298
5. C -0.089
6. N 0.019
7. C -0.290
8. C -0.190
9. C -0.016
10. C -0.247
11. C 0.051
12. H 0.000
13. H 0.077
14. H 0.093
15. H 0.135
16. C -0.278
17. O 0.028
18. C -0.402
19. H 0.094
20. H 0.051
21. S 0.981
22. C -0.739
23. N 0.162
24. C -0.176
25. C 0.118
26. C -0.175
27. C -0.207
28. C 0.015
29. C -0.141
30. O 0.159
31. H 0.113
32. H 0.166
33. H 0.121
34. H 0.069
35. C 0.077
36. H -0.041
37. H 0.164
38. H 0.004
39. H 0.053
40. H 0.245
41. H 0.155
42. H 0.141
43. H 0.130
44. H 0.048


(x)
Here is a cluster of 2 separate species, C18H20N2O3S in total from the OMol25 dataset. Energies are from wB97M-V/def2-TZVPD.

The calculation puts the orbital gap at 0.3112 Ha. The value obtained for the highest occupied orbital energy is -8.624 eV. The structure (SMILES) is Cc1ccc(S(=O)(=O)N=C=O)cc1.c1ccc([C@H]2CCCN2)cc1. The calculation puts the molecular weight at 344.4 g/mol.

ORCA input file:
```
! RIJCOSX wB97M-V def2-TZVPD def2/J DEFGRID3
* xyz 0 1
C 2.41267 6.12418 -2.17342
C 2.38393 4.62544 -2.07249
C 1.81731 3.87106 -3.10268
C 1.73493 2.48422 -3.01542
C 2.22301 1.85069 -1.87227
S 2.14139 0.07226 -1.77157
O 1.50789 -0.42561 -2.96204
O 3.40030 -0.44190 -1.30405
N 0.91940 -0.27583 -0.36140
C 0.78714 -1.46117 -0.08906
O 0.73205 -2.64363 0.01622
C 2.86284 2.57201 -0.86478
C 2.92354 3.96016 -0.96530
H 2.87859 6.56465 -1.28864
H 2.97006 6.45261 -3.05843
H 1.39926 6.53215 -2.26423
H 1.43123 4.38025 -3.98457
H 1.28861 1.89714 -3.81322
H 3.28445 2.05065 -0.00682
H 3.39757 4.54203 -0.17194
C -4.35777 -1.34203 -0.87306
C -4.57919 -2.43006 -0.01558
C -3.67576 -2.70734 1.01133
C -2.53552 -1.90756 1.17361
C -1.54382 -2.23061 2.26963
C -0.99891 -3.68112 2.28157
C 0.41478 -3.54955 2.89088
C 0.70048 -2.03607 2.99907
N -0.35637 -1.40948 2.20072
C -2.31736 -0.82035 0.32696
C -3.22066 -0.54489 -0.70469
H -5.07226 -1.11712 -1.66765
H -5.46196 -3.05950 -0.14350
H -3.84290 -3.54193 1.70060
H -2.05739 -2.10456 3.24737
H -1.65878 -4.32920 2.86757
H -0.93165 -4.06423 1.25521
H 0.47132 -4.01942 3.87837
H 1.14828 -4.00797 2.22749
H 0.61371 -1.71326 4.05208
H 1.71551 -1.78659 2.66044
H -0.50268 -0.42274 2.40718
H -1.42507 -0.20424 0.44578
H -3.02218 0.29845 -1.36532
*
```

Now the Löwdin charges, all in e:
1. C -0.048
2. C -0.263
3. C -0.028
4. C -0.042
5. C -0.292
6. S 0.757
7. O -0.286
8. O -0.281
9. N 0.045
10. C -0.407
11. O 0.155
12. C -0.045
13. C -0.026
14. H 0.076
15. H 0.088
16. H 0.088
17. H 0.122
18. H 0.116
19. H 0.122
20. H 0.118
21. C -0.096
22. C -0.087
23. C -0.040
24. C -0.176
25. C -0.307
26. C -0.133
27. C -0.163
28. C -0.194
29. N -0.071
30. C -0.045
31. C -0.076
32. H 0.099
33. H 0.101
34. H 0.115
35. H 0.153
36. H 0.108
37. H 0.109
38. H 0.103
39. H 0.097
40. H 0.109
41. H 0.111
42. H 0.129
43. H 0.081
44. H 0.102


Which structure wins on stability? (x) wins.


(w)
Here is the molecule C2H5ClS from the OMol25 dataset. Energies are from wB97M-V/def2-TZVPD.

The calculation puts the orbital gap at 0.3799 Ha. The value obtained for the highest occupied orbital energy is -9.553 eV. The structure (SMILES) is C[C@@H](S)Cl. The calculation puts the molecular weight at 96.6 g/mol.

ORCA input file:
```
! RIJCOSX wB97M-V def2-TZVPD def2/J DEFGRID3
* xyz 0 1
C -0.70678 -0.48090 -0.36093
C 0.60431 -0.12028 0.29973
S 0.85874 1.65368 0.39063
Cl 0.50333 -0.74397 2.00218
H -1.40998 0.28938 -0.08686
H -0.53698 -0.49674 -1.48295
H -1.19575 -1.50614 0.02796
H 1.57297 -0.67597 -0.02668
H 0.31015 2.08093 -0.76307
*
```

Now the Löwdin charges, all in e:
1. C -0.243
2. C -1.133
3. S 0.679
4. Cl 0.498
5. H 0.045
6. H 0.092
7. H 0.112
8. H 0.082
9. H -0.132


(x)
Here is a cluster of 2 separate species, C2H5ClS in total from the OMol25 dataset. Energies are from wB97M-V/def2-TZVPD.

The calculation puts the orbital gap at 0.3152 Ha. The value obtained for the highest occupied orbital energy is -9.155 eV. The calculation puts the molecular weight at 96.6 g/mol.

ORCA input file:
```
! RIJCOSX wB97M-V def2-TZVPD def2/J DEFGRID3
* xyz 0 1
C -1.05494 1.03561 1.02836
C 0.83650 -0.34625 -1.32440
S 0.84487 -1.76340 -0.31567
Cl 1.86515 -0.38634 -2.58772
H -0.99673 2.14478 1.07570
H -2.04510 0.73713 0.91199
H -0.51105 0.75076 1.95846
H -0.52086 0.54517 0.15222
H 1.58217 -2.71746 -0.89895
*
```

Now the Löwdin charges, all in e:
1. C -0.068
2. C -1.026
3. S 0.677
4. Cl 0.588
5. H 0.027
6. H -0.017
7. H 0.028
8. H -0.060
9. H -0.148


Which structure wins on stability? (w) wins.